{"formula": "C61H52CaN7O7P3Te", "method": "ωB97M-V with the def2-TZVPD basis set", "species": ["Ca", "C", "N", "C", "N", "C", "C", "C", "C", "C", "C", "C", "C", "C", "C", "C", "C", "C", "C", "P", "C", "N", "C", "C", "N", "C", "C", "C", "C", "C", "C", "C", "C", "C", "C", "C", "C", "C", "C", "N", "C", "C", "N", "C", "C", "C", "C", "C", "C", "C", "C", "C", "C", "C", "C", "C", "H", "H", "H", "H", "H", "H", "H", "H", "H", "H", "H", "H", "H", "H", "H", "H", "H", "H", "H", "H", "H", "H", "H", "H", "H", "H", "H", "H", "H", "H", "H", "H", "H", "H", "H", "H", "H", "H", "H", "O", "P", "O", "O", "O", "P", "O", "O", "O", "H", "H", "N", "C", "H", "Te", "C", "C", "C", "C", "C", "C", "C", "C", "C", "C", "C", "C", "H", "H", "H", "H", "H", "H", "H", "H", "H", "H"], "xyz": [[-0.140, -0.014, -0.388], [0.720, -4.726, 2.077], [-0.150, -3.581, 1.891], [0.228, -2.296, 1.655], [-0.835, -1.555, 1.377], [-1.920, -2.382, 1.417], [-1.507, -3.650, 1.734], [-2.286, -4.897, 1.865], [-3.229, -5.013, 2.881], [-3.990, -6.166, 3.000], [-3.808, -7.211, 2.105], [-2.872, -7.095, 1.086], [-2.114, -5.941, 0.958], [-3.265, -1.907, 1.058], [-3.746, -0.709, 1.574], [-4.987, -0.233, 1.183], [-5.749, -0.947, 0.270], [-5.268, -2.139, -0.254], [-4.030, -2.620, 0.139], [1.917, -1.677, 1.943], [2.504, -1.049, 0.332], [2.345, 0.135, -0.257], [3.010, 0.049, -1.458], [3.544, -1.209, -1.600], [3.227, -1.886, -0.457], [3.367, -3.319, -0.254], [4.196, -1.823, -2.769], [5.514, -2.266, -2.724], [6.105, -2.819, -3.851], [5.381, -2.928, -5.030], [4.064, -2.492, -5.078], [3.471, -1.946, -3.951], [3.171, 1.118, -2.477], [4.414, 1.435, -2.857], [4.703, 2.196, -4.070], [3.729, 2.572, -4.890], [2.272, 2.404, -4.564], [1.978, 1.600, -3.257], [1.454, -0.112, 2.727], [0.846, 0.901, 2.147], [0.621, 1.823, 3.132], [1.097, 1.349, 4.334], [1.616, 0.106, 4.064], [2.266, -0.771, 5.021], [1.134, 1.972, 5.668], [0.570, 1.339, 6.772], [0.594, 1.946, 8.019], [1.175, 3.196, 8.172], [1.734, 3.837, 7.074], [1.717, 3.227, 5.830], [0.036, 3.145, 2.859], [0.437, 3.831, 1.717], [-0.090, 5.078, 1.421], [-1.028, 5.650, 2.271], [-1.431, 4.971, 3.414], [-0.902, 3.724, 3.709], [1.652, -4.404, 2.537], [0.924, -5.190, 1.111], [0.228, -5.452, 2.719], [-3.371, -4.189, 3.569], [-4.727, -6.248, 3.788], [-4.402, -8.111, 2.195], [-2.744, -7.902, 0.377], [-1.419, -5.806, 0.139], [-3.134, -0.151, 2.271], [-5.359, 0.702, 1.584], [-6.710, -0.566, -0.049], [-5.844, -2.680, -0.992], [-3.621, -3.523, -0.298], [3.868, -3.742, -1.119], [2.378, -3.773, -0.174], [3.950, -3.527, 0.643], [6.084, -2.161, -1.808], [7.132, -3.157, -3.811], [5.843, -3.356, -5.910], [3.492, -2.586, -5.992], [2.436, -1.629, -3.972], [5.247, 1.028, -2.296], [5.739, 2.383, -4.322], [3.946, 3.071, -5.827], [1.897, 3.425, -4.430], [1.377, 0.726, -3.518], [2.807, -0.171, 5.749], [2.965, -1.417, 4.495], [1.538, -1.392, 5.544], [0.090, 0.375, 6.650], [0.149, 1.448, 8.870], [1.189, 3.672, 9.144], [2.185, 4.814, 7.187], [2.148, 3.723, 4.970], [1.160, 3.370, 1.058], [0.236, 5.599, 0.530], [-1.442, 6.626, 2.048], [-2.162, 5.414, 4.078], [-1.229, 3.189, 4.592], [-0.821, -0.463, -3.854], [-2.110, -0.611, -2.884], [-3.340, -0.594, -3.679], [-1.915, 0.361, -1.730], [-1.893, -2.105, -2.209], [-0.517, -2.897, -1.968], [-0.110, -3.452, -3.425], [-0.731, -4.015, -1.022], [0.544, -1.845, -1.674], [-0.048, -0.924, -3.496], [-0.662, -4.205, -3.673], [-2.721, 2.795, 0.629], [-1.863, 2.016, 0.653], [-3.453, 3.470, 0.597], [0.518, 2.722, -2.088], [1.490, 1.775, -5.698], [1.968, 0.608, -6.290], [1.215, -0.053, -7.248], [-0.027, 0.444, -7.620], [-0.503, 1.608, -7.039], [0.254, 2.273, -6.085], [1.904, 4.207, -1.527], [1.782, 5.482, -2.072], [2.686, 6.478, -1.725], [3.720, 6.200, -0.843], [3.846, 4.928, -0.301], [2.939, 3.933, -0.635], [2.934, 0.217, -5.989], [1.593, -0.963, -7.698], [-0.626, -0.081, -8.352], [-1.477, 1.990, -7.315], [-0.130, 3.172, -5.616], [0.982, 5.694, -2.772], [2.587, 7.468, -2.151], [4.425, 6.976, -0.576], [4.650, 4.710, 0.390], [3.025, 2.948, -0.195]], "forces_ev_per_angstrom": [[-0.4589, 0.8191, 0.6532], [0.0079, -0.0360, -0.0065], [0.0723, 0.0021, -0.0271], [-0.0971, -0.1853, 0.0119], [0.0781, 0.0005, -0.0105], [0.0038, 0.0865, -0.0557], [-0.0936, -0.1489, -0.0088], [0.0738, 0.0691, 0.0082], [-0.0363, 0.0083, 0.0325], [-0.0092, -0.0164, -0.0086], [-0.0019, 0.0072, 0.0027], [-0.0025, -0.0197, -0.0051], [0.0201, 0.0271, 0.0246], [0.0233, -0.0033, -0.0357], [0.0221, 0.0067, 0.0204], [-0.0158, 0.0113, 0.0033], [0.0035, -0.0149, -0.0120], [-0.0161, 0.0084, -0.0022], [0.0242, -0.0034, 0.0319], [0.0271, 0.1178, 0.1582], [-0.0771, 0.0028, -0.3289], [0.3448, -0.2099, 0.0451], [0.0033, 0.1627, -0.0871], [-0.0718, -0.0088, -0.0692], [0.0479, -0.1092, 0.0384], [-0.0393, -0.0307, 0.0000], [0.0146, 0.0064, 0.0279], [0.0276, 0.0128, -0.0004], [-0.0071, 0.0019, -0.0131], [-0.0074, 0.0001, 0.0153], [0.0215, -0.0139, -0.0185], [-0.0217, -0.0150, 0.0316], [-0.1760, -0.0686, 0.0522], [0.0252, 0.0874, -0.0127], [0.0370, -0.1096, 0.0772], [-0.0623, 0.0650, 0.0359], [-0.0168, -0.0225, 0.0155], [0.0093, 0.0327, -0.0392], [-0.0056, -0.0634, 0.0164], [0.0057, -0.0319, -0.0667], [0.0643, 0.1369, 0.0333], [-0.0981, -0.0208, 0.0489], [0.0832, 0.0363, -0.0088], [0.0196, -0.0283, 0.0138], [0.0013, -0.0125, -0.0449], [-0.0135, -0.0244, 0.0172], [-0.0004, 0.0077, 0.0221], [0.0197, 0.0135, -0.0254], [-0.0109, -0.0081, 0.0447], [0.0007, -0.0107, -0.0442], [0.0190, -0.0644, -0.0635], [-0.0145, 0.0331, -0.0129], [0.0144, -0.0274, 0.0516], [0.0120, -0.0041, -0.0203], [-0.0346, 0.0231, -0.0057], [-0.0094, -0.0243, 0.0116], [-0.0204, 0.0040, -0.0098], [-0.0112, -0.0034, 0.0079], [0.0073, 0.0144, 0.0136], [-0.0008, 0.0023, 0.0033], [-0.0031, 0.0051, 0.0071], [-0.0063, -0.0082, 0.0032], [0.0028, -0.0001, -0.0054], [-0.0031, -0.0258, -0.0099], [-0.0018, 0.0206, 0.0110], [0.0036, 0.0053, 0.0100], [-0.0077, -0.0003, -0.0060], [-0.0041, 0.0017, -0.0057], [-0.0202, -0.0074, -0.0111], [0.0187, -0.0006, 0.0153], [0.0011, 0.0193, -0.0423], [-0.0098, 0.0124, -0.0020], [0.0011, 0.0006, 0.0088], [0.0071, -0.0008, 0.0020], [0.0043, -0.0021, -0.0074], [-0.0102, 0.0037, -0.0040], [-0.0162, -0.0047, -0.0041], [0.0178, -0.0018, -0.0131], [0.0058, 0.0148, -0.0089], [0.0243, 0.0402, 0.0114], [-0.0196, -0.0109, -0.0693], [-0.0209, 0.0055, 0.0168], [-0.0033, -0.0054, -0.0019], [-0.0002, 0.0133, 0.0053], [-0.0001, 0.0041, -0.0008], [-0.0064, -0.0042, 0.0022], [-0.0057, -0.0099, -0.0023], [0.0000, 0.0063, 0.0063], [0.0041, 0.0079, 0.0007], [0.0072, 0.0173, -0.0062], [-0.0379, 0.0038, 0.0359], [0.0195, 0.0207, -0.0239], [-0.0012, 0.0100, -0.0061], [-0.0039, -0.0003, 0.0039], [-0.0013, 0.0031, 0.0071], [0.0664, -0.0832, -0.0725], [-0.3127, 0.3418, -0.1105], [0.0391, -0.0241, 0.1314], [0.3711, -0.3619, -0.0959], [0.1401, -0.2438, -0.0659], [0.1386, -0.0591, -0.0717], [-0.0198, -0.0135, -0.0430], [0.0512, 0.0421, 0.0177], [-0.2767, 0.1009, 0.0322], [-0.0042, 0.0098, 0.0187], [0.0470, 0.0803, 0.0054], [0.0335, -0.0003, 0.0827], [-0.0582, -0.1565, -0.1788], [-0.0166, 0.0072, -0.0228], [0.0184, -0.1181, -0.0218], [0.0778, -0.0464, -0.0019], [-0.0002, 0.0093, -0.0284], [0.0138, 0.0054, 0.0211], [-0.0046, 0.0034, 0.0014], [-0.0136, -0.0011, -0.0135], [-0.0151, -0.0106, 0.0287], [0.0139, -0.0883, 0.0131], [0.0425, -0.0066, -0.0053], [-0.0096, 0.0192, -0.0257], [-0.0018, -0.0152, 0.0233], [-0.0084, -0.0309, 0.0046], [0.0178, 0.0950, -0.0506], [0.0057, -0.0061, 0.0018], [-0.0034, -0.0074, -0.0147], [-0.0048, -0.0042, -0.0065], [-0.0123, 0.0091, 0.0028], [0.0007, -0.0009, 0.0004], [0.0054, 0.0134, 0.0076], [-0.0096, 0.0006, -0.0034], [0.0115, 0.0036, 0.0019], [0.0098, 0.0009, 0.0082], [0.0289, -0.0646, -0.0142]], "lowdin_charge": [1.139, -0.016, -0.046, -0.450, 0.039, -0.184, -0.135, -0.174, -0.023, -0.080, -0.089, -0.071, -0.031, -0.165, -0.050, -0.089, -0.081, -0.059, -0.019, 1.178, -0.477, 0.032, -0.207, -0.134, -0.053, -0.004, -0.173, -0.039, -0.079, -0.079, -0.064, -0.006, -0.216, -0.024, -0.063, -0.050, -0.298, -0.407, -0.449, 0.117, -0.173, -0.117, -0.053, -0.023, -0.181, -0.040, -0.077, -0.084, -0.071, -0.023, -0.194, -0.055, -0.070, -0.091, -0.084, -0.038, 0.066, 0.091, 0.099, 0.119, 0.102, 0.100, 0.103, 0.092, 0.103, 0.096, 0.100, 0.108, 0.118, 0.094, 0.080, 0.089, 0.119, 0.102, 0.103, 0.105, 0.114, 0.119, 0.101, 0.120, 0.103, 0.065, 0.098, 0.062, 0.094, 0.115, 0.104, 0.103, 0.105, 0.124, 0.074, 0.098, 0.100, 0.101, 0.118, -0.158, 0.198, -0.273, -0.520, -0.270, 0.196, -0.119, -0.258, -0.407, 0.012, 0.084, 0.158, -0.047, 0.096, 1.444, -0.213, -0.040, -0.076, -0.083, -0.068, -0.033, -0.537, -0.155, -0.088, -0.086, -0.074, -0.149, 0.107, 0.098, 0.102, 0.106, 0.107, 0.090, 0.103, 0.102, 0.105, 0.090], "homo_lumo_gap_ev": 8.15, "charge": 0, "homo_energy_ev": -7.92}